Record 1
The following is a quantum chemistry calculation of a molecular structure, C5H7KO4, from OMol25.

Structure (XYZ):
```
17
Properties=species:S:1:pos:R:3:nbo_charge:R:1
O 2.71 -1.34 1.99 -0.855
C 2.13 -1.15 0.90 0.958
O 1.38 0.08 0.96 -0.652
O 2.13 -1.76 -0.15 -0.692
K 2.17 0.51 3.46 0.982
C 1.05 1.17 -1.11 -0.460
C 0.58 0.43 -0.10 0.345
H 0.48 1.97 -1.58 0.202
H 2.13 1.20 -1.28 0.204
O -3.07 -0.43 -0.30 -0.730
C -1.74 -0.39 -0.79 -0.052
C -0.93 0.46 0.17 -0.479
H -3.61 -0.95 -0.90 0.470
H -1.71 0.05 -1.80 0.162
H -1.31 -1.41 -0.85 0.174
H -1.07 0.08 1.20 0.209
H -1.32 1.48 0.17 0.214
```

Summary:
E_tot ... -29813.390 eV
Molar mass ... 170.21 g mol⁻¹
Strongest force on any atom ... 2.9 eV/A
Charge ... 0

Record 2
The following is a quantum chemistry calculation of 2 unconnected molecules or ions with the total composition CHF3N2O, from OMol25.

Structure (XYZ):
```
8
Properties=species:S:1:pos:R:3:nbo_charge:R:1
C -0.18 0.77 0.41 0.744
N -1.03 -0.08 -0.21 -0.259
N 1.63 -0.18 0.18 0.251
O -0.26 1.69 1.10 -0.455
F -2.36 0.39 -0.47 -0.210
F 1.41 -1.14 1.06 -0.224
F 1.52 -0.86 -1.00 -0.267
H -0.74 -0.60 -1.05 0.420
```

Summary:
E_tot ... -14225.946 eV
Molar mass ... 114.03 g mol⁻¹
Strongest force on any atom ... 3.8 eV/A
Charge ... 0

Record 3
The following is a quantum chemistry calculation of a molecular structure, C4H5NO2, from OMol25.

Structure (XYZ):
```
12
Properties=species:S:1:pos:R:3:nbo_charge:R:1
O 0.92 1.72 -1.93 -0.493
C 0.24 1.46 -0.97 0.410
C -0.33 0.08 -0.75 -0.084
C 0.61 -0.89 0.07 0.064
N -0.15 -1.91 0.59 -0.623
C -0.63 -0.76 1.16 0.223
O -1.34 0.09 0.24 -0.506
H 0.02 2.20 -0.18 0.123
H -0.63 -0.39 -1.69 0.233
H 1.70 -0.89 0.04 0.247
H 0.47 0.02 1.21 0.152
H -0.89 -0.71 2.21 0.256
```

Summary:
E_tot ... -9808.352 eV
Molar mass ... 99.09 g mol⁻¹
Strongest force on any atom ... 0.6 eV/A
Charge ... 0

Record 4
The following is a quantum chemistry calculation of a molecular structure, C28H31MoN6O9S5, from OMol25.

Structure (XYZ):
```
80
Properties=species:S:1:pos:R:3:mulliken_charge:R:1
Mo 0.80 0.08 0.36 1.467
C -1.99 -4.18 -5.40 -1.533
C -1.13 -3.08 -4.86 1.184
C -1.67 -1.85 -4.49 -0.995
C -0.87 -0.87 -3.94 -0.223
C 0.48 -1.09 -3.78 -0.127
C 1.05 -2.29 -4.20 -0.480
C 0.24 -3.28 -4.72 -0.730
S 1.51 0.13 -2.97 0.855
O 2.79 0.12 -3.65 -0.705
O 0.80 1.40 -3.00 -0.818
N 1.64 -0.33 -1.43 0.144
C 2.44 -1.53 -1.31 -0.965
C 1.51 -2.60 -0.71 0.749
O 1.54 -3.76 -1.08 -0.804
O 0.75 -2.11 0.19 -0.846
H -3.04 -3.91 -5.37 0.350
H -1.84 -5.08 -4.81 0.343
H -1.72 -4.41 -6.44 0.333
H -2.73 -1.68 -4.61 0.314
H -1.29 0.08 -3.65 0.629
H 2.11 -2.44 -4.11 0.410
H 0.68 -4.23 -5.01 0.370
H 3.26 -1.35 -0.61 0.360
H 2.86 -1.83 -2.27 0.573
C -5.39 0.45 2.36 -0.900
O -4.15 1.07 2.07 -0.337
C -2.94 0.42 2.21 0.565
O -1.94 1.03 1.95 -0.363
N -3.02 -0.87 2.58 0.233
N -1.91 -1.73 2.70 -0.994
H -6.13 1.23 2.18 0.226
H -5.45 0.14 3.40 0.339
H -5.60 -0.40 1.70 0.358
H -3.89 -1.34 2.74 0.219
H -1.31 -1.62 1.88 0.277
H -1.36 -1.45 3.52 0.434
S 3.13 0.71 1.06 -0.412
C 3.20 2.43 0.78 0.728
C 4.41 3.09 1.01 -0.758
C 4.49 4.46 0.87 -0.546
C 3.39 5.19 0.46 -0.647
C 2.20 4.54 0.20 -0.674
C 2.09 3.17 0.38 0.254
S 0.52 2.40 0.14 -0.244
H 5.26 2.50 1.30 0.447
H 5.43 4.96 1.09 0.337
H 3.45 6.26 0.34 0.370
H 1.33 5.09 -0.13 0.367
S -1.63 -0.25 -0.80 -0.566
C -2.22 1.32 -1.13 0.279
N -3.44 1.66 -0.70 -0.110
C -3.91 3.03 -0.72 -0.642
C -3.43 3.71 -1.99 -0.799
C -1.91 3.54 -2.08 -0.489
N -1.57 2.14 -1.95 0.319
H -3.82 1.08 0.03 0.246
H -3.55 3.57 0.16 0.302
H -5.01 3.01 -0.68 0.400
H -3.69 4.77 -1.98 0.389
H -3.90 3.24 -2.86 0.325
H -1.41 4.10 -1.28 0.228
H -1.53 3.88 -3.04 0.390
H -0.63 1.87 -2.27 0.132
O 1.24 -0.29 6.66 -0.714
S 0.78 -1.22 5.66 1.264
O -0.16 -2.21 6.14 -0.697
N 0.17 -0.47 4.34 -0.678
C 0.90 -0.74 3.27 0.289
O 0.63 -0.28 2.12 -0.060
C 2.03 -1.66 3.48 0.482
C 2.93 -2.16 2.55 0.367
C 3.97 -2.96 2.99 -1.172
C 4.11 -3.27 4.33 -0.493
C 3.19 -2.80 5.26 -0.611
C 2.16 -2.01 4.82 -0.349
H 2.81 -1.94 1.50 0.554
H 4.67 -3.35 2.26 0.446
H 4.94 -3.89 4.65 0.399
H 3.28 -3.05 6.31 0.435
```

Summary:
E_tot ... -112943.698 eV
Molar mass ... 851.86 g mol⁻¹
Strongest force on any atom ... 4.2 eV/A
Charge ... -1

Record 5
The following is a quantum chemistry calculation of C14H28N2O2 in the gas phase, from OMol25.

Structure (XYZ):
```
46
Properties=species:S:1:pos:R:3:nbo_charge:R:1
C 0.17 3.05 -2.83 -0.610
C -0.68 1.83 -3.13 -0.386
C -0.59 0.72 -2.07 -0.314
C -1.14 -0.61 -2.60 -0.379
C -2.54 -0.53 -3.19 -0.620
C -1.30 1.16 -0.79 0.699
O -2.44 0.86 -0.50 -0.654
N -0.55 1.98 -0.01 -0.630
C -1.02 2.47 1.26 -0.235
C -0.06 2.08 2.38 -0.233
N 0.11 0.65 2.49 -0.621
C 1.04 -0.01 1.75 0.714
O 1.83 0.57 1.04 -0.663
C 0.98 -1.52 1.89 -0.310
C 2.39 -2.10 1.87 -0.392
C 3.17 -1.73 3.13 -0.604
C 0.11 -2.04 0.73 -0.388
C -0.34 -3.49 0.92 -0.603
H 0.15 3.74 -3.67 0.212
H 1.21 2.77 -2.66 0.199
H -0.19 3.58 -1.95 0.209
H -1.73 2.14 -3.23 0.209
H -0.37 1.41 -4.09 0.203
H 0.47 0.57 -1.82 0.215
H -0.45 -0.99 -3.36 0.198
H -1.15 -1.33 -1.78 0.205
H -3.23 -0.10 -2.46 0.237
H -2.89 -1.53 -3.45 0.205
H -2.56 0.08 -4.09 0.195
H 0.44 2.06 -0.19 0.416
H -1.11 3.57 1.22 0.193
H -2.01 2.04 1.42 0.232
H 0.93 2.50 2.18 0.219
H -0.42 2.47 3.34 0.206
H -0.63 0.13 2.93 0.398
H 0.49 -1.78 2.84 0.198
H 2.91 -1.69 1.00 0.223
H 2.35 -3.18 1.77 0.200
H 2.66 -2.12 4.02 0.196
H 4.17 -2.15 3.10 0.212
H 3.25 -0.65 3.23 0.209
H -0.78 -1.41 0.64 0.210
H 0.68 -1.95 -0.19 0.209
H -0.90 -3.60 1.85 0.200
H -0.98 -3.79 0.10 0.215
H 0.52 -4.16 0.96 0.203
```

Summary:
E_tot ... -22049.369 eV
Molar mass ... 256.39 g mol⁻¹
Structure (SMILES) ... CCC(CC)C(=O)NCCNC(=O)C(CC)CC
Strongest force on any atom ... 0.7 eV/A
Charge ... 0

- The lowest molar mass belongs to which entry?
  C4H5NO2